No. 1
Computed, not measured: a 11-piece molecular cluster, C47H124N14O17 overall at a distorted geometry, with ωB97M-V with the def2-TZVPD basis set.

Values from the calculation:
E_tot: -3910.3337 Ha
Gap between HOMO and LUMO: 8.2836 eV
Largest force on an atom: 6.87 eV/A
Net charge: 0
Structure (SMILES): COC[C@H](C)N.COC[C@H](C)N.COCCNCCOC.COCCNCCOC.COCCNCCOC.COCCNCCOC.COCCNCCOC.COCCNCCOC.NC(N)=O.NC(N)=O.NC(N)=O
Energy above the lowest of the compared OMol25 structures with the same formula, charge and spin: 146.8 kcal/mol

Last column: Mulliken charge in e.
Atoms and positions in Å:
C 37.918 -2.008 10.958  -1.323
C 39.155 -2.776 11.177  0.420
C 40.226 -2.044 12.052  -0.524
O 40.571 -0.723 11.649  -0.332
C 41.674 -0.304 12.419  -0.741
N 38.822 -4.103 11.706  -0.622
H 38.092 -1.042 10.484  0.343
H 37.476 -1.731 11.915  0.208
H 37.256 -2.642 10.368  0.334
H 39.568 -2.976 10.188  0.340
H 41.094 -2.688 12.197  0.338
H 39.708 -1.974 13.009  0.240
H 41.426 -0.337 13.480  0.306
H 41.867 0.742 12.180  0.265
H 42.571 -0.889 12.216  0.299
H 39.581 -4.759 11.588  0.261
H 38.632 -4.040 12.696  0.198
C 36.145 -0.631 17.137  -1.510
C 35.788 -2.034 16.702  0.642
C 36.414 -3.132 17.479  -0.753
O 37.761 -3.354 16.973  -0.270
C 38.445 -4.391 17.648  -0.730
N 34.361 -2.077 16.440  -0.637
H 35.735 0.042 16.384  0.401
H 37.156 -0.225 17.184  0.335
H 35.682 -0.487 18.112  0.337
H 36.319 -2.057 15.751  0.119
H 35.869 -4.059 17.300  0.405
H 36.348 -2.907 18.543  0.322
H 39.519 -4.308 17.487  0.212
H 38.208 -5.319 17.128  0.301
H 38.250 -4.379 18.720  0.290
H 33.891 -1.751 17.272  0.253
H 34.279 -1.306 15.793  0.263
C 44.007 -13.032 17.937  -0.729
O 43.269 -11.935 18.348  -0.338
C 43.200 -11.508 19.741  -0.429
C 42.832 -10.002 19.752  -0.876
N 44.040 -9.161 19.935  -0.178
C 44.859 -9.221 18.741  -0.494
C 46.344 -8.744 19.149  -0.630
O 46.947 -9.827 19.903  -0.271
C 48.255 -9.399 20.310  -0.815
H 43.702 -13.367 16.945  0.252
H 43.760 -13.808 18.660  0.321
H 45.096 -12.986 17.942  0.271
H 44.127 -11.753 20.258  0.330
H 42.443 -12.135 20.213  0.484
H 42.139 -9.865 20.582  0.314
H 42.219 -9.788 18.877  0.373
H 44.597 -9.588 20.661  0.152
H 44.422 -8.485 18.065  0.409
H 44.911 -10.138 18.154  0.204
H 46.302 -7.824 19.732  0.289
H 46.910 -8.553 18.237  0.472
H 48.754 -10.121 20.956  0.262
H 48.286 -8.400 20.745  0.303
H 48.895 -9.319 19.431  0.335
C 32.054 0.981 12.350  -0.799
O 30.993 0.004 12.683  -0.287
C 30.407 -0.567 11.542  -0.607
C 29.794 -1.949 11.986  -0.742
N 28.359 -1.857 12.166  -0.334
C 27.913 -3.125 12.790  -0.587
C 26.401 -3.075 12.795  -0.643
O 25.855 -3.221 11.477  -0.318
C 24.542 -3.631 11.571  -0.751
H 32.094 1.803 13.064  0.220
H 31.934 1.418 11.358  0.381
H 33.018 0.487 12.468  0.286
H 31.213 -0.752 10.831  0.447
H 29.683 0.009 10.966  0.297
H 30.290 -2.312 12.886  0.383
H 29.972 -2.615 11.141  0.415
H 27.895 -1.725 11.278  0.243
H 28.452 -3.195 13.735  0.431
H 28.217 -3.943 12.136  0.307
H 26.065 -2.119 13.195  0.325
H 26.035 -3.858 13.459  0.465
H 24.075 -3.571 10.588  0.238
H 23.931 -3.038 12.252  0.310
H 24.588 -4.599 12.071  0.320
C 44.700 -3.756 17.648  -0.755
O 44.921 -4.152 19.032  -0.292
C 44.240 -3.408 20.052  -0.657
C 44.732 -3.713 21.445  -0.590
N 44.155 -4.987 21.962  -0.101
C 44.757 -5.286 23.224  -0.753
C 44.170 -6.578 23.851  -0.531
O 45.038 -7.731 23.552  -0.304
C 44.283 -8.903 23.853  -0.728
H 44.978 -4.457 16.861  0.262
H 45.326 -2.914 17.351  0.295
H 43.642 -3.562 17.473  0.280
H 43.172 -3.614 19.982  0.313
H 44.294 -2.331 19.890  0.457
H 44.454 -2.897 22.112  0.362
H 45.820 -3.771 21.486  0.339
H 44.120 -5.783 21.342  0.133
H 44.692 -4.490 23.966  0.408
H 45.828 -5.483 23.185  0.359
H 43.153 -6.775 23.511  0.219
H 44.073 -6.570 24.937  0.427
H 44.968 -9.680 23.515  0.246
H 43.319 -8.964 23.347  0.255
H 44.174 -9.178 24.902  0.350
C 24.824 0.252 18.077  -0.546
O 25.835 -0.245 18.930  -0.392
C 27.043 -0.631 18.389  -0.750
C 27.840 0.230 17.430  -0.405
N 28.365 1.463 17.958  -0.269
C 29.289 2.078 17.010  -0.989
C 28.572 2.666 15.780  -0.315
O 27.535 3.563 16.089  -0.405
C 28.176 4.773 16.582  -0.721
H 24.693 -0.477 17.278  0.275
H 25.132 1.241 17.738  0.169
H 23.865 0.355 18.585  0.245
H 26.914 -1.600 17.906  0.424
H 27.704 -0.772 19.245  0.260
H 27.154 0.405 16.601  0.369
H 28.630 -0.438 17.086  0.360
H 27.616 2.124 18.105  0.318
H 30.029 1.374 16.630  0.431
H 29.867 2.808 17.577  0.364
H 28.047 1.873 15.246  0.292
H 29.348 3.074 15.133  0.393
H 27.436 5.541 16.806  0.295
H 28.803 5.187 15.792  0.302
H 28.710 4.568 17.510  0.291
C 38.222 -9.501 25.604  -0.784
O 37.932 -9.733 24.236  -0.229
C 36.976 -10.799 24.074  -0.615
C 37.155 -11.441 22.658  -0.819
N 36.831 -10.469 21.560  -0.250
C 35.555 -9.819 21.631  -0.495
C 35.193 -9.143 20.314  -0.684
O 35.264 -10.185 19.325  -0.298
C 34.938 -9.800 18.077  -0.801
H 37.298 -9.520 26.182  0.365
H 38.708 -8.526 25.635  0.180
H 38.852 -10.260 26.069  0.303
H 35.986 -10.433 24.347  0.387
H 37.139 -11.510 24.884  0.501
H 36.430 -12.252 22.594  0.394
H 38.125 -11.933 22.595  0.379
H 36.906 -10.864 20.634  0.258
H 35.628 -9.016 22.364  0.315
H 34.744 -10.512 21.852  0.287
H 35.936 -8.353 20.201  0.326
H 34.256 -8.606 20.459  0.418
H 35.668 -9.075 17.717  0.310
H 33.875 -9.563 18.017  0.313
H 35.059 -10.726 17.516  0.240
C 40.730 3.366 20.160  -0.721
O 39.604 3.342 21.075  -0.310
C 39.156 2.045 21.413  -0.656
C 37.898 2.140 22.284  -0.111
N 38.190 1.817 23.686  -0.290
C 37.106 2.085 24.634  -0.661
C 35.811 1.305 24.303  -0.655
O 35.052 1.721 23.155  -0.252
C 34.479 3.023 23.115  -0.765
H 40.458 2.829 19.251  0.293
H 41.607 2.883 20.591  0.290
H 41.014 4.361 19.817  0.258
H 39.815 1.323 21.897  0.363
H 38.810 1.527 20.519  0.276
H 37.111 1.516 21.860  0.192
H 37.622 3.189 22.385  0.184
H 39.137 1.915 24.022  0.231
H 36.889 3.153 24.672  0.302
H 37.471 1.817 25.626  0.460
H 35.110 1.283 25.138  0.466
H 36.077 0.250 24.244  0.275
H 35.260 3.782 23.075  0.268
H 33.899 3.300 23.996  0.352
H 33.825 3.084 22.245  0.214
C 32.231 -2.258 20.899  0.745
O 31.575 -3.202 20.570  -0.660
N 32.047 -0.944 20.669  -0.304
N 33.316 -2.371 21.593  -0.336
H 31.136 -0.646 20.349  0.196
H 32.653 -0.280 21.130  0.106
H 33.749 -3.251 21.832  0.199
H 33.884 -1.548 21.737  0.068
C 38.712 -4.280 23.749  0.717
O 37.781 -4.235 24.520  -0.679
N 39.114 -3.341 23.014  -0.312
N 39.328 -5.430 23.418  -0.295
H 38.677 -2.453 23.215  0.181
H 40.037 -3.422 22.612  0.140
H 40.214 -5.397 22.934  0.110
H 38.839 -6.266 23.703  0.132
C 33.564 -6.655 12.045  0.704
O 32.568 -7.176 12.544  -0.672
N 34.367 -7.198 11.166  -0.399
N 34.131 -5.587 12.455  -0.276
H 34.050 -8.081 10.791  0.214
H 35.279 -6.775 11.074  0.147
H 33.899 -5.133 13.327  0.181
H 34.982 -5.397 11.945  0.096



No. 2
Computed, not measured: a 13-piece molecular cluster, C47H124N4O15 overall at a distorted geometry, with ωB97M-V with the def2-TZVPD basis set.

Values from the calculation:
E_tot: -3212.6049 Ha
Gap between HOMO and LUMO: 9.5762 eV
Largest force on an atom: 2.05 eV/A
Net charge: 0
Energy above the lowest of the compared OMol25 structures with the same formula, charge and spin: 0.0 kcal/mol

Last column: Mulliken charge in e.
Atoms and positions in Å:
C -2.652 0.826 -2.248  0.176
O -1.580 1.364 -1.494  1.179
C -1.859 1.410 -0.121  -0.771
C -0.659 1.861 0.712  -0.844
N 0.623 1.265 0.321  1.023
C 0.688 -0.155 0.674  1.169
C 1.975 -0.843 0.216  1.103
O 2.011 -0.972 -1.184  -0.118
C 3.098 -1.734 -1.660  -1.086
H -3.378 1.617 -2.468  -0.144
H -3.157 0.004 -1.742  -0.362
H -2.310 0.514 -3.230  -0.446
H -2.269 0.472 0.279  0.181
H -2.687 2.121 0.037  0.415
H -0.876 1.688 1.767  -0.052
H -0.489 2.940 0.626  -0.092
H 0.759 1.366 -0.681  -0.401
H -0.168 -0.743 0.321  0.101
H 0.635 -0.261 1.759  -1.430
H 2.037 -1.820 0.716  -0.403
H 2.880 -0.282 0.487  -0.433
H 4.039 -1.419 -1.193  0.242
H 3.113 -1.609 -2.738  0.326
H 2.986 -2.794 -1.391  0.191
C -1.418 4.504 3.126  -0.897
O -2.696 4.050 2.754  -0.179
C -3.415 3.565 3.855  -0.405
C -4.794 3.062 3.443  -0.952
N -4.659 2.170 2.261  0.156
C -4.944 0.765 2.545  -0.008
C -3.957 0.053 3.459  -1.299
O -2.662 0.035 2.896  0.461
C -1.683 -0.332 3.864  -0.417
H -0.956 5.053 2.306  0.161
H -0.764 3.687 3.447  0.337
H -1.517 5.234 3.940  0.439
H -3.561 4.325 4.635  0.514
H -2.871 2.738 4.334  0.070
H -5.448 3.903 3.188  0.439
H -5.301 2.553 4.264  0.382
H -3.673 2.276 2.031  -0.372
H -4.824 0.316 1.549  -0.595
H -5.977 0.552 2.814  0.564
H -4.290 -0.972 3.666  0.507
H -3.858 0.514 4.452  0.686
H -0.728 -0.397 3.352  -0.377
H -1.937 -1.334 4.226  0.323
H -1.684 0.386 4.687  0.408
C 6.307 0.208 0.699  -1.072
C 7.625 -0.340 0.164  1.167
C 7.566 -0.842 -1.254  -1.289
O 6.661 -1.930 -1.294  0.057
C 6.638 -2.620 -2.523  -0.971
N 8.639 0.718 0.243  -0.761
H 5.920 1.071 0.161  0.517
H 6.406 0.445 1.762  0.399
H 5.573 -0.602 0.751  -0.538
H 7.892 -1.188 0.808  0.169
H 8.571 -1.140 -1.586  0.443
H 7.230 -0.074 -1.962  0.386
H 5.775 -3.281 -2.479  0.226
H 7.568 -3.159 -2.717  0.322
H 6.467 -1.927 -3.356  0.393
H 8.771 1.109 1.167  0.275
H 9.516 0.237 0.038  0.297
C 6.663 -3.173 2.391  -0.493
C 5.840 -4.434 2.025  -0.008
C 4.351 -4.288 2.343  0.334
O 4.092 -3.937 3.682  0.077
C 4.267 -5.003 4.595  -1.014
N 6.011 -4.649 0.575  -0.615
H 7.707 -3.395 2.186  0.527
H 6.573 -3.002 3.466  0.331
H 6.241 -2.339 1.835  -0.532
H 6.376 -5.264 2.494  0.432
H 3.866 -5.237 2.066  0.111
H 3.883 -3.565 1.667  -0.445
H 3.867 -4.625 5.535  0.258
H 5.323 -5.268 4.696  0.340
H 3.726 -5.912 4.309  0.277
H 5.539 -3.888 0.089  0.047
H 5.529 -5.508 0.319  0.303
C -4.172 -4.001 1.100  -1.320
C -4.899 -2.699 0.845  2.075
C -4.758 -2.229 -0.598  -0.974
O -6.295 -2.897 1.111  -0.673
H -4.408 -4.592 1.984  0.463
H -3.101 -3.794 1.080  0.014
H -4.447 -4.697 0.298  0.363
H -4.514 -1.917 1.515  -0.989
H -3.709 -2.263 -0.921  -0.152
H -5.015 -1.184 -0.800  0.343
H -5.304 -2.891 -1.272  0.427
H -6.744 -2.136 0.723  0.373
C 4.469 -0.848 4.711  -1.493
C 3.605 -0.076 3.738  2.362
C 2.283 0.412 4.376  -1.250
O 4.322 1.092 3.332  -0.696
H 4.461 -0.401 5.705  0.448
H 5.500 -0.783 4.352  0.325
H 4.216 -1.905 4.675  0.164
H 3.407 -0.628 2.809  -0.923
H 1.577 0.639 3.574  -0.056
H 2.476 1.346 4.907  0.421
H 1.883 -0.262 5.137  0.412
H 3.801 1.522 2.629  0.081
C 3.036 3.920 -0.507  -0.755
C 3.421 3.521 0.923  0.370
C 2.601 4.193 2.011  -1.105
O 3.235 2.103 1.020  0.343
H 3.774 3.441 -1.150  0.378
H 3.040 5.002 -0.637  0.471
H 2.063 3.492 -0.754  -0.263
H 4.504 3.637 1.005  0.324
H 2.669 5.280 1.967  0.495
H 2.945 3.828 2.983  0.330
H 1.556 3.873 1.973  -0.148
H 2.363 1.849 0.640  0.191
C -0.426 2.077 -5.413  -1.216
C 0.453 3.071 -4.711  1.956
C 1.545 2.503 -3.825  -1.119
O 1.024 3.970 -5.696  -0.649
H -1.270 2.537 -5.927  0.454
H -0.798 1.318 -4.719  -0.104
H 0.166 1.515 -6.142  0.419
H -0.170 3.705 -4.068  -0.875
H 1.046 1.902 -3.066  -0.111
H 2.097 3.332 -3.382  0.313
H 2.277 1.969 -4.435  0.431
H 0.316 4.133 -6.327  0.390
C -1.211 5.041 -1.835  -1.025
C -1.995 5.660 -2.976  0.697
C -3.257 4.915 -3.321  -1.088
O -2.311 6.991 -2.541  -0.595
H -1.134 3.953 -1.957  -0.182
H -1.721 5.119 -0.869  0.423
H -0.185 5.380 -1.697  0.454
H -1.356 5.694 -3.866  0.263
H -3.773 5.393 -4.156  0.486
H -3.946 4.952 -2.471  0.295
H -3.101 3.853 -3.521  0.018
H -2.745 7.451 -3.268  0.324
C 0.350 -3.531 2.721  -0.306
C -0.163 -4.761 1.955  1.533
C 0.985 -5.486 1.252  -1.250
O -0.849 -5.615 2.848  -0.597
H -0.415 -3.116 3.375  0.271
H 0.662 -2.743 2.032  -0.233
H 1.217 -3.815 3.323  -0.023
H -0.893 -4.424 1.216  -0.705
H 1.481 -4.803 0.558  0.122
H 0.607 -6.314 0.645  0.464
H 1.745 -5.972 1.869  0.301
H -0.230 -6.220 3.267  0.372
C -4.553 -2.488 -4.396  -0.901
C -4.528 -1.275 -5.328  0.415
C -5.600 -0.280 -4.947  -1.335
O -3.264 -0.619 -5.153  -0.415
H -5.499 -3.031 -4.401  0.533
H -4.386 -2.115 -3.384  -0.117
H -3.765 -3.197 -4.660  0.319
H -4.704 -1.625 -6.349  0.282
H -6.565 -0.642 -5.304  0.464
H -5.427 0.695 -5.405  0.360
H -5.629 -0.123 -3.867  0.168
H -2.601 -1.231 -5.494  0.249
C -6.387 3.151 -2.256  -1.335
C -6.153 3.237 -0.768  1.325
C -7.280 3.907 0.009  -1.529
O -5.864 1.950 -0.241  -0.376
H -6.758 4.120 -2.593  0.426
H -7.141 2.396 -2.498  0.385
H -5.469 2.881 -2.777  0.033
H -5.247 3.853 -0.652  0.026
H -7.561 4.859 -0.447  0.455
H -6.961 4.191 1.016  0.241
H -8.133 3.238 0.124  0.300
H -5.446 2.112 0.645  0.196
C -0.636 -1.811 -2.622  0.555
C -0.019 -3.203 -2.658  1.029
C -1.053 -4.265 -2.227  -1.063
O 0.501 -3.526 -3.929  -0.639
H -0.009 -1.117 -3.184  0.221
H -0.727 -1.475 -1.589  -0.881
H -1.645 -1.731 -3.043  0.427
H 0.724 -3.302 -1.862  -0.456
H -0.600 -5.247 -2.104  0.359
H -1.895 -4.284 -2.928  0.238
H -1.519 -4.002 -1.270  -0.074
H -0.189 -3.304 -4.565  0.414



What is the formula in the first record? C47H124N14O17



Which of these has the lowest E_tot? C47H124N14O17



Number 2 is which compound? C47H124N4O15